Arrangement i

Here is a gas-phase ion, C28H36N3O (charge +1) from the Open Molecules 2025 dataset. Energies are from the ωB97M-V functional and the def2-TZVPD basis.

Values from the calculation:
Kohn-Sham gap   6.9 eV
HOMO level   -9.1 eV
Net charge   +1

Element x y z (Å)
O (-0.43, -3.82, 1.00)
C (0.32, -4.43, -0.05)
C (1.10, -3.42, -0.86)
C (2.30, -4.05, -1.59)
C (3.50, -3.14, -1.47)
C (3.13, -2.05, -0.48)
N (1.68, -2.22, -0.08)
C (0.69, -0.86, -0.26)
C (1.30, 0.23, 0.55)
C (0.44, 1.26, 1.09)
C (0.99, 2.50, 1.44)
C (2.38, 2.58, 1.46)
C (3.24, 1.49, 1.23)
C (2.66, 0.27, 0.93)
C (4.65, 1.91, 1.51)
C (4.50, 3.37, 2.02)
N (3.09, 3.64, 1.90)
C (2.49, 4.86, 2.36)
C (1.06, 4.98, 1.82)
C (0.25, 3.71, 1.88)
C (-0.75, -0.77, -0.64)
C (-1.32, 0.48, -1.02)
C (-2.71, 0.63, -1.11)
C (-3.43, -0.56, -1.11)
C (-2.89, -1.84, -0.95)
C (-1.53, -1.92, -0.72)
C (-4.00, -2.84, -1.11)
C (-5.25, -1.98, -1.43)
N (-4.76, -0.63, -1.37)
C (-5.59, 0.53, -1.58)
C (-4.92, 1.80, -1.01)
C (-3.45, 1.91, -1.28)
H (-1.01, -4.43, 1.49)
H (0.92, -5.18, 0.46)
H (-0.38, -4.91, -0.73)
H (0.36, -2.95, -1.56)
H (2.54, -5.01, -1.12)
H (2.01, -4.26, -2.62)
H (4.41, -3.63, -1.10)
H (3.73, -2.68, -2.42)
H (3.78, -2.09, 0.38)
H (3.25, -1.06, -0.96)
H (1.38, -2.06, 0.91)
H (1.25, -0.99, -1.34)
H (-0.64, 1.02, 1.20)
H (3.38, -0.59, 1.06)
H (5.16, 1.26, 2.23)
H (5.25, 1.92, 0.59)
H (5.05, 4.06, 1.40)
H (4.84, 3.47, 3.05)
H (2.49, 4.90, 3.46)
H (3.13, 5.68, 2.00)
H (0.56, 5.75, 2.39)
H (1.14, 5.34, 0.79)
H (-0.06, 3.50, 2.91)
H (-0.66, 3.80, 1.29)
H (-0.64, 1.35, -1.08)
H (-1.13, -2.88, -0.39)
H (-4.18, -3.42, -0.19)
H (-3.81, -3.55, -1.92)
H (-6.05, -2.10, -0.69)
H (-5.65, -2.19, -2.43)
H (-6.55, 0.32, -1.08)
H (-5.78, 0.65, -2.67)
H (-5.43, 2.65, -1.46)
H (-5.12, 1.81, 0.06)
H (-3.26, 2.22, -2.31)
H (-3.00, 2.66, -0.63)

***

Arrangement ii

Here is 2 unconnected molecules or ions with the total composition C28H36N3O from the Open Molecules 2025 dataset. Energies are from the ωB97M-V functional and the def2-TZVPD basis.

Values from the calculation:
Kohn-Sham gap   5.9 eV
HOMO level   -9.6 eV
Net charge   +1

Element x y z (Å)
C (-0.24, 1.69, 3.82)
N (1.07, 1.39, 3.23)
C (1.61, 0.08, 3.66)
C (3.14, 0.03, 3.63)
O (3.70, 1.04, 2.81)
C (3.40, 2.31, 3.38)
C (1.93, 2.61, 3.24)
H (-0.15, 2.45, 4.60)
H (-0.91, 2.09, 3.05)
H (-0.68, 0.78, 4.25)
H (1.19, -0.22, 4.64)
H (1.27, -0.68, 2.93)
H (3.52, 0.09, 4.67)
H (3.48, -0.90, 3.16)
H (3.70, 2.37, 4.45)
H (3.99, 3.02, 2.79)
H (1.79, 3.10, 2.27)
H (1.59, 3.30, 4.02)
C (-3.99, -3.68, -1.62)
C (-4.55, -4.13, -0.27)
N (-4.08, -3.28, 0.79)
C (-4.75, -3.12, 2.07)
C (-3.92, -2.03, 2.78)
C (-2.78, -1.74, 1.85)
C (-1.73, -0.84, 1.88)
C (-0.81, -0.75, 0.78)
C (0.21, 0.27, 0.76)
C (0.73, 0.85, -0.43)
C (1.99, 1.55, -0.43)
C (2.50, 2.04, -1.61)
C (1.79, 1.78, -2.80)
N (2.46, 2.20, -3.89)
C (2.05, 1.90, -5.24)
C (1.06, 0.74, -5.29)
C (-0.01, 0.76, -4.19)
C (0.56, 1.10, -2.86)
C (0.00, 0.75, -1.65)
C (3.69, 2.89, -3.54)
C (3.75, 2.78, -1.99)
C (-0.98, -1.69, -0.30)
C (-2.10, -2.51, -0.40)
C (-2.95, -2.54, 0.71)
C (-2.49, -3.31, -1.60)
H (-4.16, -4.48, -2.35)
H (-4.55, -2.80, -1.96)
H (-5.65, -4.09, -0.28)
H (-4.27, -5.18, -0.08)
H (-5.80, -2.81, 1.92)
H (-4.77, -4.06, 2.64)
H (-4.54, -1.14, 2.95)
H (-3.58, -2.39, 3.76)
H (-1.63, -0.12, 2.69)
H (0.58, 0.71, 1.68)
H (2.55, 1.62, 0.51)
H (1.61, 2.79, -5.71)
H (2.95, 1.66, -5.81)
H (0.57, 0.73, -6.26)
H (1.62, -0.20, -5.19)
H (-0.82, 1.46, -4.45)
H (-0.48, -0.23, -4.12)
H (-1.00, 0.31, -1.64)
H (4.56, 2.40, -4.01)
H (3.69, 3.93, -3.87)
H (3.77, 3.78, -1.55)
H (4.65, 2.25, -1.68)
H (-0.23, -1.73, -1.09)
H (-1.88, -4.22, -1.68)
H (-2.27, -2.72, -2.51)

***

The structure with the most favorable energy is arrangement ii; the runner-up is 0.1034 hartree above it.

***

Arrangement i

Here is a molecular structure, C16H18N2O3S2 from the Open Molecules 2025 dataset. Energies are from the ωB97M-V functional and the def2-TZVPD basis.

Values from the calculation:
Kohn-Sham gap   7.3 eV
HOMO level   -7.0 eV
Net charge   0

Element x y z (Å)
C (-4.04, 2.73, 1.62)
C (-2.80, 2.39, 2.29)
H (-2.25, 3.26, 2.44)
O (-1.92, 1.63, 1.34)
C (-1.98, 0.44, 1.29)
C (-3.03, -0.50, 1.80)
C (-3.06, -1.97, 1.69)
C (-2.26, -2.42, 0.81)
C (-1.18, -1.75, 0.24)
C (-1.10, -0.42, 0.52)
C (0.01, 0.20, -0.26)
N (1.33, -0.24, 0.35)
N (2.36, -0.36, -0.32)
C (1.71, -0.39, -1.64)
C (2.55, -0.45, -2.83)
C (2.20, -0.55, -4.08)
C (3.22, -0.74, -4.87)
C (4.36, -1.19, -4.39)
S (4.04, -1.06, -2.74)
H (5.21, -1.54, -4.91)
H (3.03, -0.61, -6.15)
H (1.17, -0.31, -4.46)
C (0.27, 0.03, -1.66)
H (0.23, 0.86, -2.17)
H (-0.43, -0.46, -2.22)
S (1.80, 0.54, 1.93)
O (0.97, 0.44, 3.02)
O (2.16, 1.84, 1.45)
C (3.39, -0.61, 2.33)
H (3.89, -0.66, 1.49)
H (3.77, 0.03, 3.01)
H (2.96, -1.33, 2.62)
H (-0.01, 1.31, 0.20)
H (-0.33, -2.30, -0.15)
H (-2.26, -3.58, 0.79)
H (-4.21, -2.45, 1.94)
H (-3.92, 0.21, 2.29)
H (-2.86, 1.54, 3.18)
H (-4.64, 1.92, 1.25)
H (-3.80, 3.23, 0.52)
H (-4.55, 3.31, 2.42)

***

Arrangement ii

Here is a single C16H18N2O3S2 molecule from the Open Molecules 2025 dataset. Energies are from the ωB97M-V functional and the def2-TZVPD basis.

Values from the calculation:
Kohn-Sham gap   9.7 eV
HOMO level   -9.3 eV
Net charge   0

Element x y z (Å)
C (-3.76, -0.19, -1.94)
C (-3.72, -0.60, -0.50)
C (-4.48, -1.66, -0.03)
C (-4.45, -2.03, 1.31)
C (-3.65, -1.33, 2.20)
C (-2.89, -0.27, 1.74)
C (-2.91, 0.09, 0.40)
C (-2.12, 1.28, -0.05)
O (-2.59, 2.40, -0.08)
N (-0.86, 1.02, -0.47)
C (-0.19, -0.25, -0.34)
C (0.91, -0.15, 0.72)
N (1.81, 0.92, 0.36)
S (3.26, 0.92, 1.20)
O (3.85, 2.22, 1.08)
O (3.10, 0.33, 2.50)
C (4.20, -0.20, 0.19)
C (4.99, 0.12, -0.87)
C (5.58, -1.01, -1.46)
C (5.22, -2.17, -0.84)
S (4.16, -1.89, 0.49)
C (1.13, 2.20, 0.28)
C (0.04, 2.11, -0.79)
H (-2.80, -0.41, -2.42)
H (-4.54, -0.72, -2.47)
H (-3.93, 0.88, -2.02)
H (-5.12, -2.20, -0.72)
H (-5.05, -2.86, 1.65)
H (-3.63, -1.61, 3.24)
H (-2.27, 0.29, 2.43)
H (0.28, -0.50, -1.30)
H (-0.90, -1.03, -0.07)
H (0.46, 0.03, 1.71)
H (1.49, -1.08, 0.77)
H (5.14, 1.14, -1.19)
H (6.24, -0.97, -2.31)
H (5.51, -3.17, -1.07)
H (0.67, 2.47, 1.24)
H (1.88, 2.95, 0.02)
H (0.49, 1.92, -1.77)
H (-0.55, 3.03, -0.82)

***

The structure with the most favorable energy is arrangement ii; the runner-up is 0.4868 hartree above it.

***

Arrangement i

Here is a single C3H2N2 molecule from the Open Molecules 2025 dataset. Energies are from the ωB97M-V functional and the def2-TZVPD basis.

Values from the calculation:
Kohn-Sham gap   12.2 eV
HOMO level   -12.1 eV
Net charge   0

Element x y z (Å)
N (-1.98, -0.76, 0.07)
C (-1.19, 0.10, -0.15)
C (0.06, 1.04, 0.02)
C (1.19, 0.14, 0.08)
N (1.95, -0.81, -0.04)
H (0.04, 1.74, -0.86)
H (-0.12, 1.60, 0.95)

***

Arrangement ii

Here is a single C3H2N2 molecule from the Open Molecules 2025 dataset. Energies are from the ωB97M-V functional and the def2-TZVPD basis.

Values from the calculation:
Kohn-Sham gap   11.7 eV
HOMO level   -11.9 eV
Net charge   0

Element x y z (Å)
N (2.07, -0.66, -0.06)
C (1.09, 0.01, 0.09)
C (0.07, 0.99, 0.07)
C (-1.17, 0.08, -0.30)
N (-2.07, -0.67, 0.12)
H (-0.11, 1.11, 1.19)
H (0.09, 1.72, -0.77)

***

Arrangement iii

Here is a single C3H2N2 molecule from the Open Molecules 2025 dataset. Energies are from the ωB97M-V functional and the def2-TZVPD basis.

Values from the calculation:
Kohn-Sham gap   12.4 eV
HOMO level   -12.0 eV
Net charge   0

Element x y z (Å)
N (1.22, -0.28, -0.05)
C (2.05, -0.79, -0.71)
C (0.02, 0.45, 0.17)
C (-1.16, -0.43, 0.08)
N (-2.10, -1.10, -0.01)
H (0.02, 0.94, 1.14)
H (-0.04, 1.21, -0.61)

***

The structure with the most favorable energy is arrangement i; the runner-up is 0.0083 hartree above it.

***

Arrangement i

Here is a molecular structure, C3H2N2 from the Open Molecules 2025 dataset. Energies are from the ωB97M-V functional and the def2-TZVPD basis.

Values from the calculation:
Kohn-Sham gap (spin up / spin down)   7.6 / 7.4 eV
HOMO level (spin up / spin down)   -9.8 / -9.8 eV
Net charge   0

Element x y z (Å)
C (0.57, 0.05, -0.87)
C (-0.68, -0.24, 0.89)
C (0.79, 0.85, 0.18)
N (0.01, 0.85, 1.24)
N (-0.29, -0.79, -0.25)
H (1.05, -0.03, -2.62)
H (-1.43, -0.69, 1.43)

***

Arrangement ii

Here is a single C3H2N2 molecule from the Open Molecules 2025 dataset. Energies are from the ωB97M-V functional and the def2-TZVPD basis.

Values from the calculation:
Kohn-Sham gap   12.5 eV
HOMO level   -12.2 eV
Net charge   0

Element x y z (Å)
N (2.34, -0.91, 0.03)
C (1.33, -0.34, -0.09)
C (0.03, 0.41, 0.01)
C (-1.17, -0.40, 0.00)
N (-2.22, -0.93, 0.00)
H (-0.03, 1.10, 0.86)
H (-0.28, 1.06, -0.82)

***

The structure with the most favorable energy is arrangement ii; the runner-up is 0.2537 hartree above it.